Record 1
{
  "formula": "C7H12BN3O2",
  "method": "ωB97M-V/def2-TZVPD",
  "e_lumo_ev": 0.268,
  "fmax_ev_per_a": 2.87,
  "total_charge": 0,
  "smiles": "CCOB(O)[C@H](C#N)[C@@H](C#N)CN",
  "relative_energy_kcal_mol": 0.0,
  "symbols": ["O", "O", "N", "N", "N", "C", "C", "C", "C", "C", "C", "C", "B", "H", "H", "H", "H", "H", "H", "H", "H", "H", "H", "H", "H"],
  "coordinates": [[1.59, -1.44, 1.90], [1.86, -0.96, -0.49], [-2.04, -1.77, 2.24], [-2.86, 1.27, 0.24], [-0.89, -2.72, -1.67], [-2.46, 0.35, -0.83], [-0.41, -0.27, 0.75], [2.23, 1.54, -0.14], [2.69, 0.19, -0.75], [-0.98, -0.23, -0.72], [-1.31, -1.17, 1.60], [-1.06, -1.70, -1.18], [1.10, -0.90, 0.68], [2.83, 2.34, -0.65], [-2.60, 0.76, -1.85], [2.52, 1.62, 0.94], [-0.28, 0.36, -1.35], [-3.13, 0.78, 1.09], [3.74, -0.02, -0.46], [-0.39, 0.73, 1.25], [1.27, -2.36, 1.90], [-3.14, -0.54, -0.74], [1.16, 1.82, -0.32], [-2.17, 1.99, 0.43], [2.70, 0.31, -1.86]],
  "lowdin_charge": [0.125, 0.048, 0.175, 0.001, 0.182, -0.226, -0.142, -0.075, -0.209, -0.223, -0.201, -0.188, -0.570, 0.093, 0.118, 0.097, 0.139, 0.068, 0.131, 0.144, 0.122, 0.122, 0.071, 0.069, 0.128]
}

Record 2
{
  "formula": "C7H12BNO2",
  "method": "ωB97M-V/def2-TZVPD",
  "e_lumo_ev": 0.221,
  "fmax_ev_per_a": 4.71,
  "total_charge": 0,
  "smiles": "CC(C)/N=C/C=C=CB(O)O",
  "relative_energy_kcal_mol": 49.5,
  "symbols": ["O", "O", "N", "C", "C", "C", "C", "C", "C", "C", "B", "H", "H", "H", "H", "H", "H", "H", "H", "H", "H", "H", "H"],
  "coordinates": [[3.09, -1.38, 1.54], [4.35, -2.07, -0.40], [-1.20, 0.28, -0.19], [-0.62, -1.97, 0.24], [0.60, -1.90, -0.14], [-1.58, 2.29, 0.95], [-2.07, 1.47, -0.25], [-1.77, 2.06, -1.58], [1.82, -2.08, -0.54], [-1.55, -0.86, 0.25], [3.24, -1.86, 0.31], [3.86, -0.91, 1.93], [-2.34, 2.98, -1.81], [-1.95, 1.90, 1.89], [2.09, -2.58, -1.47], [-1.69, 3.40, 0.94], [-1.83, 1.24, -2.38], [-2.50, -1.20, 0.69], [5.26, -1.93, -0.10], [-0.52, 2.21, 1.16], [-3.08, 1.11, -0.20], [-0.80, -2.75, 0.82], [-0.82, 2.55, -1.67]],
  "lowdin_charge": [0.187, 0.186, 0.050, -0.090, -0.032, -0.071, -0.446, -0.095, 0.050, -0.162, -0.683, 0.125, 0.079, 0.066, 0.095, 0.087, 0.107, 0.122, 0.123, 0.065, 0.118, 0.062, 0.059]
}

Record 3
{
  "formula": "C7H12BNO3S",
  "method": "ωB97M-V/def2-TZVPD",
  "e_lumo_ev": 0.214,
  "fmax_ev_per_a": 4.29,
  "total_charge": 0,
  "smiles": "OB(O)c1cccnc1.COSC",
  "relative_energy_kcal_mol": 15.0,
  "symbols": ["S", "O", "O", "O", "N", "C", "C", "C", "C", "C", "C", "C", "B", "H", "H", "H", "H", "H", "H", "H", "H", "H", "H", "H", "H"],
  "coordinates": [[-0.98, -1.49, 0.24], [-1.35, -0.08, -0.57], [2.88, -1.34, 1.37], [2.13, -1.57, -0.89], [0.40, 2.16, 1.43], [-2.03, -2.84, -0.46], [1.70, 0.61, 0.24], [0.79, 2.60, -0.88], [0.96, 1.02, 1.39], [1.55, 1.44, -0.83], [0.29, 2.97, 0.39], [-2.50, 0.64, -0.07], [2.37, -0.84, 0.23], [1.01, 0.30, 2.23], [-1.35, -3.54, -0.95], [3.32, -2.17, 1.44], [-2.39, 0.89, 1.01], [-2.67, 1.65, -0.61], [-2.79, -2.60, -1.10], [2.15, -2.59, -0.85], [-2.51, -3.31, 0.47], [2.17, 1.25, -1.73], [-0.26, 3.81, 0.52], [0.58, 3.09, -1.83], [-3.48, -0.07, -0.22]],
  "lowdin_charge": [0.900, -0.594, 0.194, 0.128, 0.063, -0.338, -0.093, -0.031, -0.161, -0.071, -0.127, -0.188, -0.715, 0.126, 0.020, 0.101, 0.070, 0.099, -0.007, 0.151, 0.059, 0.125, 0.067, 0.107, 0.115]
}

Record 4
{
  "formula": "C7H12Br2F3O4PSi",
  "method": "ωB97M-V/def2-TZVPD",
  "e_lumo_ev": -0.104,
  "fmax_ev_per_a": 9.30,
  "total_charge": 0,
  "symbols": ["Br", "Br", "P", "Si", "F", "F", "F", "O", "O", "O", "O", "C", "C", "C", "C", "C", "C", "C", "H", "H", "H", "H", "H", "H", "H", "H", "H", "H", "H", "H"],
  "coordinates": [[-3.93, 1.57, 0.48], [-4.79, -0.92, -1.21], [1.87, 1.97, 0.93], [1.07, 1.35, -1.01], [-2.15, -0.18, 2.06], [-4.64, -1.54, 1.54], [-2.85, -2.58, 0.19], [1.82, -1.34, 0.68], [0.64, 1.72, 2.19], [2.86, -2.43, 2.56], [1.96, 3.74, 0.83], [-1.51, -0.09, -0.45], [-2.71, 0.00, 0.67], [-0.90, 1.35, -0.93], [2.49, -1.28, -0.63], [-3.66, -1.36, 0.42], [2.18, -2.58, 1.40], [1.81, -0.28, -1.73], [-1.86, -0.73, -1.39], [1.28, 3.94, 0.11], [2.68, 0.05, -2.47], [2.41, -2.38, -1.09], [-1.17, 2.26, -0.26], [-0.64, -0.73, 0.05], [1.40, 2.42, -1.97], [1.01, 2.15, 3.04], [3.64, -1.08, -0.49], [1.02, -0.86, -2.41], [1.89, -3.65, 0.98], [-1.23, 1.48, -2.07]],
  "lowdin_charge": [0.707, 0.666, 0.749, 0.490, -0.085, -0.075, -0.049, -0.200, -0.403, -0.029, -0.404, -0.228, -0.652, -0.338, -0.260, -0.602, -0.123, -0.290, 0.118, 0.028, 0.100, 0.131, 0.065, 0.117, -0.019, 0.074, 0.142, 0.103, 0.174, 0.095]
}

Record 5
{
  "formula": "C7H12CaO3",
  "method": "ωB97M-V/def2-TZVPD",
  "e_lumo_ev": [-5.523, -5.416],
  "spin_multiplicity": 2,
  "fmax_ev_per_a": 5.74,
  "total_charge": 1,
  "symbols": ["Ca", "O", "O", "O", "C", "C", "C", "C", "C", "C", "C", "H", "H", "H", "H", "H", "H", "H", "H", "H", "H", "H", "H"],
  "coordinates": [[5.56, 2.70, 0.25], [4.80, 0.86, 1.37], [2.95, -0.24, 0.87], [3.58, 1.58, -0.31], [-0.14, -1.90, -0.39], [3.79, 0.76, 0.62], [1.05, -1.62, 0.47], [-4.08, 1.74, -0.69], [-3.00, 1.33, 0.03], [-1.37, -2.20, 0.06], [1.77, -0.35, 0.06], [-2.50, 2.02, 0.72], [1.74, -2.46, 0.36], [-1.56, -2.38, 1.12], [2.06, -0.39, -1.00], [0.01, -1.83, -1.47], [1.15, 0.54, 0.21], [-4.43, 2.77, -0.64], [-2.61, 0.27, -0.01], [-4.59, 1.05, -1.37], [-2.15, -2.54, -0.63], [-2.80, 1.85, -1.17], [0.75, -1.57, 1.53]],
  "lowdin_charge": [1.699, -0.143, 0.054, -0.135, -0.187, -0.794, -0.180, -0.176, -0.178, -0.006, -0.168, 0.067, 0.132, 0.069, 0.136, 0.107, 0.139, 0.072, 0.062, 0.073, 0.063, 0.165, 0.127]
}

Record 6
{
  "formula": "C7H12ClFO5S",
  "method": "ωB97M-V/def2-TZVPD",
  "e_lumo_ev": 0.634,
  "fmax_ev_per_a": 1.34,
  "total_charge": 0,
  "smiles": "CCOC[C@H]1OS(=O)(=O)O[C@]1(Cl)[C@@H](C)F",
  "symbols": ["Cl", "S", "F", "O", "O", "O", "O", "O", "C", "C", "C", "C", "C", "C", "C", "H", "H", "H", "H", "H", "H", "H", "H", "H", "H", "H", "H"],
  "coordinates": [[-0.64, 1.07, 1.46], [-1.97, -1.85, 1.80], [-0.74, 1.56, -1.39], [-0.56, -2.09, 1.13], [1.52, 0.04, -0.91], [-2.75, -3.04, 1.72], [-2.45, -0.78, 0.69], [-1.86, -1.22, 3.07], [2.91, 0.19, -1.04], [-1.79, 0.78, -0.94], [-2.96, 1.69, -0.58], [1.16, -0.96, 0.00], [3.54, 0.98, 0.10], [-1.30, -0.05, 0.25], [-0.33, -1.20, -0.03], [3.40, -0.79, -1.13], [-3.80, 1.53, -1.24], [-2.64, 2.73, -0.66], [-0.65, -1.82, -0.86], [4.61, 1.04, -0.05], [-2.06, 0.13, -1.78], [3.37, 0.49, 1.06], [-3.30, 1.54, 0.44], [1.46, -0.76, 1.02], [3.11, 0.72, -1.97], [1.64, -1.90, -0.30], [3.09, 1.97, 0.12]],
  "lowdin_charge": [0.850, 0.597, -0.011, -0.171, -0.137, -0.207, -0.167, -0.230, -0.260, -0.356, -0.022, -0.196, -0.064, -0.713, -0.221, 0.117, 0.085, 0.091, 0.173, 0.077, 0.157, 0.069, 0.076, 0.120, 0.121, 0.142, 0.081]
}